C17H18BN7O3SV | ωB97M-V with the def2-TZVPD basis set

Geometry (Å):
H 0.198 2.986 0.628
N 0.225 1.676 -1.047
B 0.569 0.662 -3.348
N 0.581 1.870 -2.373
C 0.924 3.153 -2.577
V -0.366 -0.377 -0.529
H 1.234 3.462 -3.566
C 0.790 3.827 -1.367
H 0.977 4.872 -1.188
C 0.368 2.869 -0.432
H 0.900 0.983 -4.452
C -0.930 -2.447 -0.180
H -1.119 -1.856 0.714
H -0.256 -3.268 0.094
H -1.883 -2.864 -0.522
N -0.881 0.125 -3.291
N 1.537 -0.375 -2.719
N -1.450 -0.146 -2.023
N 1.314 -0.747 -1.386
C -1.782 -0.124 -4.246
C 2.671 -0.949 -3.144
H -1.517 0.012 -5.284
H 3.014 -0.778 -4.154
C -2.978 -0.547 -3.646
C 3.213 -1.704 -2.096
C -2.754 -0.524 -2.271
C 2.366 -1.530 -1.006
H -3.879 -0.843 -4.150
H 4.104 -2.305 -2.121
H -3.405 -0.751 -1.441
H 2.436 -1.872 0.017
H -0.436 -1.916 -1.093
O 1.686 1.839 2.173
S 1.270 0.465 2.311
O 2.239 -0.586 2.108
N -0.120 0.158 1.389
C -1.300 0.051 2.133
O -2.401 -0.066 1.559
C -0.983 0.012 3.567
C -1.831 -0.393 4.604
C -1.303 -0.528 5.888
C 0.058 -0.272 6.132
C 0.914 0.087 5.081
C 0.367 0.213 3.809
H -2.873 -0.604 4.368
H -1.947 -0.842 6.711
H 0.458 -0.368 7.141
H 1.979 0.262 5.223

## Properties
Max |F| (eV/Å): 6.27
Spin multiplicity: 4
Energy relative to the best compared isomer or geometry (same formula, charge and spin) (eV): 0.000
<S²>: 3.7651
E_HOMO (alpha / beta) (eV): -6.66 / -8.86
E_LUMO (alpha / beta) (eV): 0.150 / 0.141
Gap between HOMO and LUMO (alpha / beta) (eV): 6.81 / 9.00